Record 1
130
Properties=species:S:1:pos:R:3:forces:R:3 method="wB97M-V/def2-TZVPD" total_energy_ha=-4514.51557 charge=+1
Ca -3.013 1.198 -1.120 -1.51 0.03 -0.94
S -1.036 0.866 1.701 -0.58 0.40 4.17
S 0.203 0.001 -0.101 3.93 -3.27 -6.48
F -0.110 -0.625 -1.604 0.10 0.97 0.77
F -1.719 2.280 1.799 -0.28 -0.28 0.02
O -1.962 -0.067 2.425 3.74 2.45 -2.32
O 3.156 -1.883 -3.112 1.54 1.62 0.02
O -3.990 3.321 -0.415 1.20 -4.73 1.11
O -2.492 0.751 -3.422 0.84 -0.20 1.33
O -1.527 2.895 -1.921 -0.10 -0.77 0.78
O 1.351 0.833 -0.374 -0.87 -0.28 0.66
O -3.065 -1.172 -1.289 -0.75 3.16 0.62
O 0.367 -1.247 0.573 -0.29 0.78 1.25
O 3.367 4.669 -0.400 0.97 -1.40 0.17
O 5.931 -0.747 2.116 0.34 -0.32 0.16
O 0.316 1.118 2.322 -3.99 -1.06 -2.37
O -1.967 -5.777 -0.532 -1.81 1.41 -1.48
O 1.015 -3.911 6.138 -1.33 -1.35 0.24
O -4.652 0.698 0.646 0.38 0.14 -0.05
N 1.883 -2.298 4.881 0.63 -0.03 0.37
N -4.507 -0.011 2.766 -1.64 -1.23 1.39
N 0.104 4.419 -1.574 -0.18 0.71 0.82
N -2.817 -3.168 -0.338 -0.45 0.02 0.91
N 0.180 -5.786 0.044 4.05 0.56 0.41
N -1.140 0.768 -0.006 1.06 0.02 5.43
N 5.429 -2.767 1.240 0.77 -0.56 0.43
N 3.367 0.311 -2.885 -0.26 3.07 0.67
N 3.206 3.022 1.121 -1.01 -1.80 -0.23
N -4.159 5.310 0.586 0.05 1.74 0.06
N -1.115 0.263 -5.241 0.30 -1.00 1.36
C 3.309 2.430 2.437 1.13 0.00 1.12
C -2.977 -2.762 1.086 0.83 -0.42 -0.86
C 6.627 -3.455 1.750 -0.80 -0.76 -0.41
C 0.639 -4.378 -0.042 -2.68 0.27 0.35
C 3.027 -2.925 6.928 -0.11 1.34 -0.59
C -3.445 0.716 -5.543 -0.02 -1.24 0.22
C 5.057 -0.946 -4.243 -0.19 0.99 0.30
C 3.843 -0.842 -3.331 -1.57 -3.35 -1.31
C -2.278 0.555 -4.600 -0.22 1.11 -2.00
C -0.958 -6.369 -0.261 -0.75 -2.02 1.98
C -2.848 -2.358 -1.375 0.50 -1.40 -1.07
C 3.897 3.998 0.509 -0.41 2.76 0.95
C 5.224 -1.453 1.411 0.29 1.59 -0.06
C 0.033 4.417 -0.099 1.78 -0.25 -0.42
C 4.151 -0.791 0.611 -1.11 0.09 -0.61
C 0.158 -0.198 -4.619 0.11 1.19 -0.71
C -5.217 0.465 1.732 -0.48 0.38 -0.89
C 5.167 4.516 1.209 0.22 0.23 0.01
C -4.978 -0.542 4.110 -0.16 1.52 -1.28
C 1.904 -3.132 5.945 0.75 0.59 0.68
C -1.059 -7.903 -0.025 0.93 1.30 -1.33
C -3.869 4.947 1.920 0.69 -1.18 1.25
C -4.616 5.063 -1.774 -0.39 1.78 -0.09
C -0.660 3.655 -2.340 -1.69 1.09 -0.45
C 0.754 -2.293 4.024 -0.73 0.36 -0.89
C -6.742 0.770 1.868 1.05 -1.08 0.48
C 3.618 1.736 -3.346 0.75 -1.86 -0.55
C -0.552 3.944 -3.805 0.57 -0.74 -0.14
C -2.559 -2.868 -2.788 0.51 -0.42 0.35
C -4.227 4.477 -0.429 -0.78 2.40 -3.19
H -2.283 -3.919 -2.869 -0.44 -0.12 0.14
H 4.384 0.251 0.387 0.33 -0.07 0.34
H 0.136 -3.903 -0.884 0.26 0.00 -0.13
H 0.709 5.165 0.316 -0.23 0.47 -0.47
H 3.867 -3.574 6.677 -0.05 -0.03 0.58
H 2.691 -1.741 4.641 -0.25 -0.06 0.18
H 4.358 2.342 2.718 0.00 -0.02 0.13
H -3.793 5.387 -2.411 0.58 -0.18 0.46
H -7.184 -0.174 2.186 -0.22 0.19 0.76
H 4.868 -1.598 -5.095 -0.16 -0.27 0.45
H -1.678 -2.334 -3.146 0.00 0.28 0.14
H -1.212 0.048 -6.223 -0.01 0.10 0.26
H 5.622 5.353 0.680 -0.12 -0.40 -0.60
H -3.352 3.988 1.944 -0.50 -0.29 -0.24
H 7.366 -2.887 2.315 -0.71 0.41 -0.02
H 2.481 0.191 -2.417 0.05 -0.09 0.23
H 0.608 3.533 0.179 -0.85 -0.44 0.52
H -3.112 5.560 2.408 -0.46 0.68 -0.11
H 0.200 3.216 -4.108 0.47 0.36 -0.58
H 2.498 2.580 0.552 -0.18 0.32 -0.14
H -2.586 -4.137 -0.507 0.19 -0.43 0.04
H 5.285 0.028 -4.675 0.26 0.10 0.14
H 0.197 -1.158 -4.104 -0.54 0.07 -0.11
H 3.223 1.777 -4.361 -0.22 0.55 0.01
H 0.859 -2.995 3.196 0.12 0.24 -0.42
H 3.212 -0.769 1.163 -0.12 -0.08 0.09
H -3.731 -3.360 1.597 -0.33 0.23 -0.32
H 5.913 -1.288 -3.660 0.01 -0.08 -0.15
H -1.428 3.670 -4.392 -0.18 0.25 0.45
H 1.702 -4.137 -0.054 -0.04 -0.91 -0.16
H -0.172 -2.612 4.503 0.31 0.12 0.53
H 0.532 0.585 -3.960 -0.19 -0.13 0.25
H -3.377 -2.597 -3.455 -0.09 -0.19 0.16
H -4.799 4.873 2.484 0.25 0.08 0.37
H -4.105 -0.006 -5.062 -0.61 -0.03 -0.43
H 6.206 -4.269 2.340 0.68 -0.18 0.28
H -1.358 -8.168 0.989 0.13 0.10 -0.16
H -5.212 4.460 -2.459 -0.16 -0.42 0.72
H 0.629 -1.257 3.712 -0.21 -0.20 -0.59
H 4.688 1.921 -3.438 0.01 -0.10 0.17
H 0.837 -6.303 0.610 -0.22 -0.59 -0.43
H 7.133 -3.874 0.881 0.15 -0.16 0.09
H 2.791 2.959 3.237 0.06 0.87 -0.21
H -0.079 -8.267 -0.332 -0.06 -0.68 0.48
H 0.862 -0.210 -5.450 0.09 -0.27 0.09
H 5.933 3.779 1.451 -0.14 -0.25 -0.31
H 0.610 5.133 -2.078 0.26 -0.08 0.56
H -0.250 4.981 -3.952 0.12 -0.25 -0.43
H 4.966 5.000 2.165 -0.68 -0.31 0.23
H -5.147 5.990 -1.556 -0.36 0.10 -0.40
H 0.185 -3.923 0.838 0.33 0.59 0.06
H -3.119 -1.686 1.183 -0.24 -0.37 -0.25
H -0.950 4.532 0.358 -0.05 -0.36 -0.46
H -1.777 -8.229 -0.778 -0.11 -0.21 0.36
H 3.222 2.520 -2.700 -0.31 -0.52 0.19
H 4.667 -3.392 1.019 0.07 0.45 -0.38
H -4.399 6.277 0.422 -0.02 -0.22 -0.11
H -6.840 1.579 2.593 -0.33 -0.27 0.19
H 3.297 -1.879 6.786 0.72 0.01 -0.06
H -5.939 -1.054 4.064 0.05 0.16 -0.18
H -5.053 0.373 4.698 -0.21 -0.47 0.66
H -3.186 0.331 -6.529 -0.39 0.40 -0.14
H -3.967 1.673 -5.541 0.46 0.03 0.00
H 2.865 1.449 2.607 0.10 -0.23 -1.22
H -7.333 0.989 0.980 0.96 0.33 -0.36
H -2.038 -3.023 1.575 0.13 0.19 0.13
H -3.508 -0.133 2.676 -0.33 0.30 -0.66
H 2.647 -2.904 7.949 0.16 -0.94 -0.09
H 3.940 -1.246 -0.357 0.02 -0.37 0.07
H -4.248 -1.229 4.537 0.12 0.23 -0.29

=====

Record 2
120
Properties=species:S:1:pos:R:3:forces:R:3 method="wB97M-V/def2-TZVPD" smiles="CNC(C)=O.CNC(C)=O.CNC(C)=O.CNC(C)=O.CNC(C)=O.CNC(C)=O.CNC(C)=O.CNC(C)=O.CNC(C)=O.CNC(C)=O" total_energy_ha=-2485.21365 e_above_lowest_kcal_mol=36.7
O 4.239 -1.858 -5.517 -0.10 -0.36 1.26
O 1.896 -0.066 0.174 -0.30 0.19 -0.35
O 2.057 1.133 -5.161 -0.12 0.15 0.62
O -3.239 -0.194 0.524 0.44 0.41 0.12
O -3.898 -0.439 -4.513 0.32 -0.12 0.20
O 3.182 -4.597 -1.496 0.10 0.01 0.03
O -0.151 4.228 -1.682 -1.50 1.08 0.02
O 4.921 -3.369 4.028 -1.04 0.40 -0.05
O -5.260 2.626 2.070 0.11 0.04 -0.90
O 1.863 0.279 5.677 -0.79 -1.81 0.21
N -3.625 -0.424 2.751 0.64 -0.13 -0.63
N -1.641 5.618 -0.571 0.41 -0.74 -1.19
N -6.266 2.190 0.081 -0.86 -0.12 -0.23
N 1.605 2.229 -3.165 0.27 -0.09 -0.97
N 2.987 -2.266 4.639 0.35 -0.07 -0.79
N 2.263 1.794 4.096 -0.26 1.00 0.69
N -2.765 -0.371 -2.507 -0.30 -0.60 -0.77
N 4.184 -3.727 -4.190 0.42 1.46 0.33
N 2.814 -5.083 0.687 0.64 0.29 -0.33
N -0.374 0.232 0.237 0.91 -1.22 -0.37
C 0.064 2.396 -5.025 -0.33 -0.59 -0.27
C 4.320 -2.362 4.396 1.06 0.77 0.89
C 1.935 0.927 3.024 -0.21 -0.86 -1.36
C 2.925 2.074 -2.588 0.35 -0.97 0.56
C -3.739 -0.800 1.469 -0.70 -0.85 -0.28
C -1.399 -0.492 -3.042 -0.36 0.86 -0.08
C 2.162 1.408 5.387 1.32 1.06 0.13
C 2.934 -1.710 -3.496 0.25 -0.06 -0.10
C -4.619 -2.007 1.193 -0.12 0.26 -0.01
C 4.164 -4.747 1.112 0.53 0.14 0.35
C 3.850 -2.380 -4.471 0.55 -2.06 -1.09
C 1.326 1.830 -4.478 0.92 0.50 1.13
C 5.251 -4.339 -4.954 -0.56 0.03 -1.25
C 5.144 -1.140 4.854 -1.31 0.41 -0.06
C -5.229 2.683 0.841 -1.22 -0.57 0.39
C -3.894 -0.442 -3.295 0.35 0.48 0.15
C -0.365 1.642 0.124 0.21 0.85 0.73
C -5.214 -0.468 -2.534 0.18 -0.28 0.01
C -2.119 4.989 -2.931 0.25 -1.16 0.80
C 0.763 -0.520 0.137 -0.17 -0.63 0.48
C 2.576 2.341 6.516 -0.57 0.24 -0.17
C -4.117 3.347 0.091 0.30 -0.72 0.42
C 2.449 -5.046 -0.635 0.34 0.12 1.00
C -0.817 5.801 0.592 -0.34 -0.12 0.74
C -2.826 0.745 3.117 -1.55 0.18 -0.09
C -1.198 4.888 -1.691 -0.65 0.38 1.02
C 2.151 -3.383 4.301 -0.71 -0.16 -0.14
C 0.542 -2.033 0.076 -0.37 0.08 0.60
C -7.573 1.880 0.703 0.64 1.23 1.09
C 1.076 -5.551 -0.903 -1.08 0.29 0.00
H 3.890 -4.203 -3.348 -0.12 0.55 0.13
H 2.096 -2.364 -3.267 -0.07 -0.04 0.10
H -8.313 1.380 0.091 0.41 -0.15 -0.55
H -0.834 0.405 -2.791 0.20 -0.02 0.34
H -4.240 4.396 0.334 0.25 0.32 -0.48
H 0.144 5.405 0.365 0.99 0.10 -0.17
H -0.397 1.606 -5.636 -0.18 0.36 0.35
H -0.809 6.841 0.907 0.35 0.19 -0.29
H -1.422 -0.474 -4.123 -0.37 -0.26 -0.23
H -3.434 1.622 2.852 0.50 0.03 0.04
H 2.548 -1.360 4.817 0.37 -0.36 0.13
H -4.241 -2.667 0.415 0.52 0.17 0.08
H -2.276 3.970 -3.337 -0.01 0.44 0.40
H -2.938 -0.452 -1.517 0.26 0.09 0.17
H -1.139 5.260 1.485 -0.44 -0.31 -0.16
H -2.762 0.704 4.187 0.51 0.19 0.52
H -1.866 0.766 2.623 0.23 -0.17 -0.01
H 1.764 2.284 7.239 -0.05 0.09 0.04
H 2.314 -5.642 1.364 -0.28 0.14 -0.47
H -0.490 -2.300 -0.179 0.15 0.08 -0.12
H -5.949 0.118 -3.083 0.01 -0.16 -0.12
H 0.357 -5.119 -0.178 0.40 -0.53 -0.09
H 3.493 -1.518 -2.576 -0.22 0.16 -0.02
H -5.151 -0.084 -1.522 0.18 0.03 0.22
H 2.246 1.358 2.088 0.09 0.37 -0.28
H -1.461 5.447 -3.648 -0.20 0.67 -0.60
H -5.533 -1.517 -2.489 -0.12 0.24 -0.04
H -5.534 -1.597 0.736 -0.05 -0.27 0.63
H 1.152 -3.193 4.688 -0.05 -0.03 0.10
H 5.222 -1.220 5.941 0.31 -0.03 -0.10
H 2.689 3.388 6.223 0.27 -0.18 0.03
H 3.628 1.701 -3.320 0.11 0.26 -0.53
H 0.741 -2.480 1.069 0.07 0.30 -0.35
H -0.836 -1.368 -2.728 -0.26 -0.15 0.24
H 3.450 1.938 7.044 -0.06 0.19 -0.46
H -7.388 1.304 1.600 0.02 -0.31 0.06
H -3.190 2.991 0.524 0.24 0.13 0.26
H 2.946 1.278 -1.828 -0.25 0.36 0.10
H 0.729 -5.197 -1.871 0.23 -0.22 -0.17
H -0.568 2.769 -4.222 -0.22 0.02 -0.26
H 4.924 -5.419 0.724 -0.08 -0.46 0.04
H 6.092 -1.160 4.366 0.72 -0.20 -0.08
H 5.685 -5.254 -4.546 -0.54 0.08 0.35
H 3.306 2.998 -2.134 -0.24 -0.12 -0.24
H 4.552 -3.771 0.852 -0.67 0.45 -0.58
H -2.449 6.223 -0.613 0.09 -0.39 -0.54
H 1.238 -2.485 -0.624 0.06 0.10 -0.12
H 2.489 0.004 3.061 0.27 -0.43 0.26
H -4.760 -2.595 2.103 -0.50 0.08 -0.20
H 1.068 2.976 -2.740 -0.34 -0.26 -0.36
H 4.189 -4.706 2.195 0.03 -0.40 0.21
H -4.047 3.074 -0.960 -0.38 0.42 -0.15
H 2.041 -3.578 3.223 0.26 0.20 0.12
H 0.357 3.180 -5.713 -0.10 0.37 -0.07
H -0.660 2.058 1.093 -0.35 0.42 -0.15
H -8.021 2.823 1.075 0.05 -0.38 -0.24
H 4.792 -4.547 -5.926 0.55 -0.39 -0.18
H -6.333 2.447 -0.896 0.43 -0.03 0.28
H -1.260 -0.215 0.379 -0.28 -0.19 -0.22
H 4.700 -0.141 4.657 -0.12 -0.68 -0.02
H 2.603 -0.805 -3.994 -0.11 0.24 0.27
H 2.518 2.738 3.860 -0.02 -0.03 0.26
H 0.659 1.975 -0.010 0.04 0.02 -0.39
H 0.885 0.633 2.869 0.05 0.39 0.59
H 6.081 -3.671 -5.167 -0.02 0.36 0.21
H 2.537 -4.283 4.761 0.09 -0.25 0.09
H -1.007 2.001 -0.683 0.11 0.02 0.12
H -4.085 -0.960 3.469 0.08 0.06 -0.14
H -3.116 5.467 -2.791 1.02 -0.06 -0.04
H 1.070 -6.644 -0.873 -0.19 0.14 0.03

=====

Here are the calculated E_HOMO numbers, same order: -10.828 -8.157 (eV).
Here are the calculated Kohn-Sham gap numbers, same order: 9.02 8.21 (eV).